# 1
49
Properties=species:S:1:pos:R:3:forces:R:3 method="wB97M-V/def2-TZVPD" spin_multiplicity=3 charge=+2 max_force_ha_per_bohr=0.1355 s_squared=2.15 lumo_energy_ev="-8.151 / -8.881" homo_lumo_gap_ev="8.06 / 7.29"
C 0.990882 1.966459 -1.374625 0.441 -1.371 0.118
H 1.875585 2.094126 -0.696289 -0.222 -0.016 -0.078
H 1.371175 1.807160 -2.391068 -0.033 0.056 0.340
H 0.886346 -1.042390 0.605666 1.044 -1.090 0.000
C -0.006578 3.091460 -1.303764 -0.931 0.157 0.404
H -0.969401 2.781310 -1.763625 0.426 0.093 0.128
H -0.237029 3.356395 -0.253178 0.054 -0.087 -0.359
C 0.502358 4.343230 -2.041300 0.172 -0.203 0.055
H -0.275441 5.097939 -2.139091 -0.021 -0.039 0.093
H 1.352311 4.775433 -1.513451 -0.023 0.037 -0.033
H 0.834798 4.058550 -3.039279 -0.018 0.088 -0.061
C -0.781756 -1.725970 -0.066811 -0.738 0.263 -0.545
C -1.347425 -0.786898 -0.946769 -0.264 -2.193 0.188
C -0.387356 -0.542895 -2.014251 0.838 -1.276 -0.988
C 0.846664 -1.152995 -1.648949 -0.777 0.508 -0.845
C 0.689412 -1.779325 -0.288352 0.597 -1.805 -0.296
C 1.673375 -2.867717 0.239817 -0.671 0.167 -0.250
C 2.068954 -1.148158 -2.482474 0.460 -0.105 -0.167
C -0.741011 0.137930 -3.293839 -0.040 0.211 -0.251
C -2.798543 -0.457114 -1.014050 -0.372 0.230 0.165
C -1.454379 -2.520129 0.972887 -0.229 0.184 0.744
V 0.392373 0.272698 -0.248192 -0.235 6.549 2.364
H 2.945233 -1.448146 -1.902702 -0.028 0.095 -0.217
H 1.959530 -1.842641 -3.323519 0.030 -0.017 0.157
H 2.244941 -0.161891 -2.921328 0.052 -0.113 0.080
H 2.688918 -2.664159 -0.102547 -0.168 0.037 -0.039
H 1.685984 -2.865394 1.334237 -0.073 -0.114 -0.189
H 1.362424 -3.842341 -0.115844 0.057 -0.188 -0.036
H -2.423918 -2.104139 1.259656 0.104 -0.102 -0.091
H -1.629841 -3.529721 0.574018 0.079 0.143 0.026
H -0.840729 -2.627312 1.879758 -0.122 -0.059 -0.257
H -2.986762 0.436022 -1.622580 -0.029 -0.275 0.225
H -3.319852 -1.312074 -1.474298 0.028 0.352 0.125
H -3.228602 -0.292539 -0.013523 0.070 -0.105 -0.397
H 0.028956 0.861022 -3.585864 -0.171 -0.271 -0.066
H -0.858521 -0.581319 -4.121822 0.067 0.125 0.368
H -1.689095 0.683288 -3.191398 0.339 -0.176 -0.112
N 2.842155 -0.423343 5.679299 -2.099 0.322 -1.603
C 1.912005 -0.263321 4.987902 1.899 -0.316 1.487
C 0.775476 -0.031999 4.133753 0.295 -0.246 -0.265
C -0.521268 0.068164 4.638147 -0.413 0.208 0.089
C -1.570916 0.319177 3.757353 -0.118 0.159 -0.644
C -1.304914 0.497930 2.392563 0.262 -0.140 0.864
N -0.053504 0.353922 1.916927 0.462 -0.214 -0.508
C 0.965858 0.048080 2.756062 -0.600 0.373 -0.057
H -0.707877 -0.032474 5.711683 0.105 0.003 -0.408
H -2.605853 0.384482 4.091719 0.343 0.045 0.072
H -2.092571 0.743303 1.674424 0.300 -0.078 0.300
H 1.937445 -0.131679 2.288924 -0.132 0.196 0.369

# 2
52
Properties=species:S:1:pos:R:3:forces:R:3 method="wB97M-V/def2-TZVPD" max_force_ha_per_bohr=0.0270 lumo_energy_ev=0.665 e_above_lowest_kcal_mol=73.5 homo_lumo_gap_ev=8.87 smiles=C[C@@H](CCCC(C)(C)O)NCc1cn[nH]c1-c1ccc2c(c1)OCO2
C -2.400580 -2.862300 -1.417573 -0.184 0.205 0.300
C -2.531408 -1.598237 -0.563716 0.085 -0.315 0.064
C -1.468150 -1.552740 0.551739 -0.100 0.034 -0.247
C -0.031461 -1.714541 0.052285 -0.128 0.115 0.341
C 0.969991 -1.298285 1.126529 0.238 -0.143 -0.224
C 2.453718 -1.565086 0.795949 -0.306 -0.197 -0.295
C 2.800608 -1.151964 -0.640380 0.006 -0.100 0.369
C 2.805964 -3.036793 1.013222 -0.012 0.460 0.041
O 3.265709 -0.838309 1.710199 0.230 0.111 0.235
N -2.513811 -0.445008 -1.452319 0.168 0.061 -0.248
C -3.403824 0.649889 -1.123957 0.151 0.148 -0.098
C -3.133069 1.387030 0.156351 0.255 0.149 0.099
C -4.043999 1.536134 1.215812 0.431 0.185 -0.097
N -3.515375 2.201902 2.222976 -0.435 0.117 0.781
N -2.270712 2.471981 1.855626 0.193 -0.080 -0.396
C -1.975039 2.016186 0.608410 -0.690 -0.157 0.011
C -0.649522 2.180235 0.033814 0.332 0.021 -0.199
C -0.472058 2.293631 -1.342596 -0.144 -0.010 0.255
C 0.786742 2.434761 -1.917484 0.458 -0.010 0.039
C 1.867942 2.450576 -1.069490 -0.201 -0.020 0.557
C 1.702434 2.331584 0.311531 -0.058 0.141 -0.577
C 0.466437 2.207129 0.889157 0.253 0.110 -0.135
O 2.933156 2.322495 0.917296 -0.552 -0.150 0.256
C 3.875366 2.499343 -0.121671 1.379 0.137 0.094
O 3.200988 2.550297 -1.360319 -0.454 -0.067 -0.326
H -2.385555 -3.747821 -0.787585 0.052 -0.214 0.051
H -1.490033 -2.828726 -2.008183 0.141 -0.027 -0.086
H -3.242970 -2.928831 -2.100215 -0.054 -0.022 -0.090
H -3.515138 -1.616489 -0.078772 0.056 0.037 -0.033
H -1.561567 -0.597464 1.073546 -0.019 -0.026 0.071
H -1.687635 -2.340764 1.275031 0.009 -0.027 0.095
H 0.138851 -2.753639 -0.229723 0.041 -0.054 -0.150
H 0.117349 -1.095069 -0.834604 0.079 -0.024 -0.116
H 0.735389 -1.812388 2.061369 0.001 0.034 0.096
H 0.851037 -0.226332 1.307478 0.007 -0.055 0.026
H 2.434335 -0.150965 -0.858276 -0.067 0.142 -0.069
H 2.366029 -1.842311 -1.356853 -0.089 -0.037 -0.158
H 3.881943 -1.163877 -0.762829 0.088 -0.024 -0.007
H 2.663900 -3.293203 2.059361 -0.041 -0.057 0.116
H 2.180521 -3.676175 0.397868 -0.068 -0.107 -0.081
H 3.848709 -3.205438 0.758892 0.121 -0.064 -0.057
H 3.082559 0.105104 1.616941 -0.039 -0.017 -0.016
H -1.566096 -0.110133 -1.582292 -0.047 -0.012 -0.033
H -4.418554 0.243071 -1.070579 0.033 0.120 -0.072
H -3.378718 1.349771 -1.967610 -0.150 -0.088 0.062
H -5.055492 1.185577 1.266796 -0.253 -0.078 0.045
H -1.674615 3.012318 2.462003 -0.134 -0.037 -0.055
H -1.336582 2.292826 -1.985738 -0.130 0.011 -0.070
H 0.913106 2.524637 -2.982959 0.010 0.014 -0.155
H 0.368977 2.107783 1.958172 -0.011 -0.088 0.134
H 4.425706 3.440423 0.036945 -0.219 -0.172 -0.037
H 4.584506 1.658201 -0.119550 -0.231 0.127 -0.011

# 3
54
Properties=species:S:1:pos:R:3:forces:R:3 method="wB97M-V/def2-TZVPD" max_force_ha_per_bohr=0.0104 lumo_energy_ev=0.697 e_above_lowest_kcal_mol=51.6 homo_lumo_gap_ev=8.67 smiles="COc1ccc(NC(=O)CN2CCN(C(=O)[C@H]3CCCO3)CC2)c(OC)c1"
C 6.123776 -1.873752 3.241456 0.174 0.068 -0.094
O 4.915964 -2.268121 3.845023 -0.318 -0.067 0.091
C 3.746321 -1.817175 3.309899 -0.173 0.081 -0.070
C 3.643431 -0.969807 2.216135 0.409 -0.055 0.132
C 2.386264 -0.603177 1.762492 -0.305 -0.184 0.211
C 1.234170 -1.049850 2.382029 0.079 -0.229 0.029
N -0.027922 -0.682266 1.880334 0.223 0.397 0.136
C -1.038460 -1.539096 1.593693 -0.306 0.199 -0.280
O -1.014378 -2.736089 1.755152 -0.051 -0.276 -0.039
C -2.252560 -0.796638 1.028040 -0.049 -0.128 -0.018
N -1.834985 0.291782 0.161723 -0.193 -0.047 0.027
C -1.276993 -0.206457 -1.086570 0.275 0.186 -0.092
C -0.696755 0.961152 -1.886663 0.064 -0.522 -0.105
N -1.737291 1.927535 -2.143594 0.065 0.074 0.456
C -2.298275 2.231577 -3.329650 0.211 -0.048 -0.350
O -3.265065 2.968203 -3.417314 -0.254 0.130 -0.118
C -1.653826 1.603256 -4.583469 -0.389 -0.075 -0.153
C -2.209958 2.250628 -5.851312 0.039 -0.039 0.156
C -1.253272 3.425804 -6.030775 0.119 -0.121 0.137
C 0.070814 2.826979 -5.559956 0.206 0.276 -0.377
O -0.246577 1.816185 -4.610796 -0.064 -0.093 0.178
C -2.342608 2.411964 -0.920093 -0.431 0.094 0.111
C -2.903034 1.238049 -0.117963 0.109 0.310 0.012
C 1.333832 -1.869634 3.523164 0.098 0.148 -0.085
O 0.173843 -2.184782 4.143775 0.233 0.310 -0.228
C 0.201428 -3.130992 5.183551 0.001 -0.138 0.192
C 2.590723 -2.256418 3.957664 0.008 -0.102 0.089
H 6.180969 -2.207680 2.200516 -0.009 0.024 0.033
H 6.258562 -0.787948 3.282870 -0.012 -0.040 -0.016
H 6.912222 -2.355623 3.817513 -0.020 0.057 -0.072
H 4.515904 -0.599149 1.704069 0.109 0.010 -0.023
H 2.300321 0.040873 0.899208 -0.037 0.030 -0.113
H -0.140317 0.254634 1.512684 -0.091 -0.117 0.050
H -2.903504 -1.525962 0.521668 0.116 0.022 0.076
H -2.803726 -0.379403 1.875770 -0.021 -0.019 -0.043
H -0.488410 -0.926452 -0.858229 0.003 -0.017 -0.043
H -2.046427 -0.717911 -1.691613 0.038 -0.004 0.040
H -0.253236 0.614467 -2.815749 0.010 0.019 0.122
H 0.082653 1.450964 -1.291668 0.037 -0.075 -0.070
H -1.836579 0.520734 -4.554842 0.027 0.124 -0.010
H -3.240748 2.564861 -5.709618 0.022 -0.059 -0.049
H -2.142394 1.558899 -6.691125 0.017 -0.045 0.013
H -1.202228 3.785392 -7.055489 0.004 0.057 -0.021
H -1.554779 4.243994 -5.376649 -0.017 0.042 -0.030
H 0.726842 3.559350 -5.081327 -0.036 -0.061 -0.069
H 0.612799 2.358594 -6.392154 -0.032 0.085 0.087
H -3.138031 3.108498 -1.187960 0.135 -0.061 0.077
H -1.580228 2.930036 -0.329242 -0.047 -0.014 0.011
H -3.304011 1.604233 0.829646 -0.030 -0.021 -0.032
H -3.723633 0.769784 -0.687829 0.021 0.014 0.037
H -0.839531 -3.294571 5.457019 0.089 -0.020 0.023
H 0.752432 -2.756680 6.053359 -0.018 -0.036 -0.043
H 0.639743 -4.075807 4.850540 -0.001 0.029 -0.001
H 2.720328 -2.895148 4.815187 -0.036 -0.077 0.122

# 4
54
Properties=species:S:1:pos:R:3:forces:R:3 method="wB97M-V/def2-TZVPD" max_force_ha_per_bohr=0.0227 lumo_energy_ev=0.430 e_above_lowest_kcal_mol=33.0 homo_lumo_gap_ev=8.71 smiles="Cc1cc(C)c(NC(=O)CSc2nnc(CN3CCOCC3)n2C)c(C)c1"
C -4.183838 -4.541852 0.345458 -0.009 0.040 0.075
C -3.682629 -3.146659 0.123922 0.028 0.029 -0.045
C -4.537147 -2.144946 -0.308072 0.136 -0.025 0.049
C -4.100126 -0.841927 -0.502329 0.078 0.059 -0.007
C -5.045358 0.204600 -1.000863 -0.067 0.033 0.101
C -2.763812 -0.541646 -0.235770 -0.202 -0.300 0.180
N -2.264697 0.770323 -0.426734 0.145 -0.454 -0.333
C -2.719040 1.862236 0.214460 0.201 0.463 -0.108
O -3.631682 1.887519 1.011980 -0.167 0.056 0.223
C -1.963103 3.139042 -0.164898 0.175 -0.095 0.151
S -0.432765 3.332250 0.803919 -0.214 0.224 0.240
C 0.633540 2.328870 -0.126899 0.103 -0.041 -0.090
N 0.312781 1.635398 -1.190254 -0.489 0.579 0.356
N 1.416658 0.995975 -1.608559 0.908 -0.541 -0.493
C 2.396156 1.295458 -0.808337 -0.074 0.181 0.038
C 3.780645 0.765268 -0.912042 0.080 -0.221 -0.023
N 3.821643 -0.637705 -0.537246 0.057 0.065 0.012
C 5.106427 -1.245881 -0.830609 -0.013 -0.312 0.067
C 5.025733 -2.742175 -0.527200 0.199 0.196 -0.285
O 4.675241 -2.974739 0.816400 0.131 -0.041 0.121
C 3.437086 -2.374466 1.108194 -0.229 0.292 0.161
C 3.476465 -0.867600 0.853331 -0.017 -0.350 0.034
N 1.953703 2.155080 0.170122 -0.681 -0.254 -0.576
C 2.687851 2.760440 1.244905 0.334 0.151 0.283
C -1.880743 -1.535808 0.194271 -0.057 0.107 0.046
C -0.444864 -1.205382 0.475424 -0.025 -0.012 -0.049
C -2.354027 -2.825660 0.365368 -0.119 0.048 -0.063
H -5.031045 -4.757166 -0.301288 -0.054 -0.075 -0.029
H -3.399304 -5.270823 0.155625 0.008 -0.096 -0.011
H -4.510324 -4.659465 1.379314 -0.042 -0.092 0.045
H -5.572358 -2.382639 -0.508221 -0.130 -0.024 -0.050
H -5.956062 -0.250819 -1.381108 -0.042 -0.027 -0.076
H -5.304080 0.885261 -0.189937 -0.043 0.040 -0.054
H -4.583917 0.794067 -1.792416 -0.018 0.064 -0.065
H -1.390822 0.860875 -0.949036 -0.180 0.196 0.055
H -2.571231 4.003474 0.099462 0.021 -0.115 -0.036
H -1.683938 3.159621 -1.216661 -0.077 0.059 -0.018
H 4.090456 0.831471 -1.958159 0.038 0.098 0.113
H 4.463672 1.382497 -0.299526 0.017 -0.038 -0.097
H 5.333267 -1.101079 -1.888401 0.051 0.003 -0.004
H 5.915012 -0.795141 -0.226364 -0.004 -0.016 -0.060
H 5.994938 -3.219606 -0.679705 -0.070 0.031 -0.065
H 4.279108 -3.199719 -1.192455 0.083 0.016 0.017
H 3.232466 -2.583067 2.159736 -0.062 0.028 -0.077
H 2.649000 -2.817536 0.481874 0.016 0.033 0.079
H 2.488400 -0.448338 1.052338 -0.033 0.014 0.063
H 4.214643 -0.404681 1.536101 -0.058 0.007 -0.013
H 3.478073 3.402085 0.850065 -0.060 -0.011 0.089
H 3.130789 1.992652 1.881045 -0.033 0.081 0.011
H 2.001792 3.364173 1.836827 0.108 -0.024 0.022
H -0.377352 -0.340555 1.136427 0.075 0.094 0.024
H 0.053057 -2.045747 0.953015 0.046 -0.070 0.027
H 0.085452 -0.972033 -0.448708 0.131 0.039 0.013
H -1.673992 -3.595971 0.701219 0.099 -0.091 0.036

# 5
55
Properties=species:S:1:pos:R:3:forces:R:3 method="wB97M-V/def2-TZVPD" spin_multiplicity=3 charge=+4 max_force_ha_per_bohr=0.1437 s_squared=2.01 lumo_energy_ev="-15.341 / -15.164" homo_lumo_gap_ev="5.15 / 5.11"
N -0.393191 2.148499 -0.005578 0.993 -0.678 -0.774
C -0.132181 3.259043 -0.215295 -0.900 -0.570 0.941
C 0.010729 4.691067 -0.311875 0.267 0.390 -0.213
H -0.977660 5.160115 -0.403387 0.103 -0.153 0.038
H 0.608968 4.962473 -1.190317 -0.057 -0.012 0.141
H 0.510943 5.065056 0.590444 -0.066 -0.046 -0.155
N 2.192728 -1.367216 -0.858512 0.005 -0.029 -0.034
C 3.120225 -2.024723 -1.107182 -0.827 0.860 1.158
C 4.322342 -2.809846 -1.227635 0.185 -0.178 -0.386
H 4.996792 -2.363094 -1.967833 -0.079 0.012 0.073
H 4.079276 -3.826145 -1.557278 -0.040 0.045 0.044
H 4.824621 -2.854244 -0.254373 -0.113 0.050 -0.049
N -2.249983 -0.591746 -0.177238 0.602 -0.686 -0.779
C -3.134998 -1.315436 -0.378525 0.111 1.208 1.102
C -4.383806 -2.036207 -0.411753 -0.265 -0.508 -0.323
H -4.359757 -2.853718 0.319107 0.009 0.114 -0.126
H -4.565732 -2.455164 -1.408333 -0.011 0.026 0.147
H -5.202551 -1.349456 -0.162585 0.173 -0.025 -0.029
W 0.280214 -0.229812 -0.516253 -1.081 0.315 -3.139
C -0.069406 -1.786826 0.690262 0.015 -3.886 4.141
O -0.162867 -2.679084 1.448469 0.238 3.817 -3.562
C 1.428768 0.523407 0.930291 4.308 1.230 5.877
O 2.110349 0.843053 1.838529 -3.338 -1.379 -4.712
C 0.669837 1.279481 -2.730875 0.903 -0.412 0.051
C -0.726077 1.328506 -2.634089 -0.465 0.010 -0.348
C -1.479666 0.159803 -2.688231 -0.255 0.050 -0.428
C -0.855499 -1.087846 -2.829061 0.176 -0.246 0.132
C 0.535731 -1.141557 -3.025283 -0.086 -0.198 0.251
C 1.298574 0.048050 -2.984391 -0.066 0.519 -0.156
H 1.262737 2.192367 -2.662823 -0.114 -0.250 -0.182
H -1.237860 2.284183 -2.586144 0.060 -0.127 0.109
H -2.562551 0.228060 -2.678292 0.166 -0.018 0.134
H -1.449210 -2.005222 -2.825955 0.226 0.267 -0.169
H 1.019247 -2.105339 -3.210749 -0.204 0.374 0.040
H 2.378109 0.018812 -3.145115 -0.354 0.017 0.060
C 0.100522 2.630761 3.714626 0.000 0.068 -0.427
N 0.018884 1.324906 4.364856 -1.742 -0.753 -1.058
C 0.174843 1.324355 5.822174 0.511 -0.198 0.773
C -0.801397 0.384562 3.804735 2.137 0.158 3.077
S -1.679075 0.712260 2.402775 -0.384 -0.023 -0.199
N -0.869283 -0.819043 4.459733 -0.018 0.627 -1.850
C 0.355827 -1.465763 4.955397 0.317 -0.120 0.620
C -1.941765 -1.749943 4.126828 -0.488 -0.097 0.063
H 0.581441 3.334761 4.401841 -0.117 -0.140 -0.371
H -0.910320 2.987367 3.461711 0.122 0.155 0.216
H 0.668397 2.554642 2.779747 0.011 0.177 0.342
H -0.643470 0.756734 6.286333 0.271 0.217 -0.091
H 1.138640 0.881708 6.110229 -0.330 0.204 0.046
H 0.148421 2.362756 6.171026 -0.049 -0.341 -0.045
H 0.263599 -1.643706 6.038987 0.122 0.071 -0.361
H 0.487205 -2.442173 4.464190 -0.198 0.333 0.091
H 1.234624 -0.844439 4.755348 -0.270 -0.140 0.103
H -2.759804 -1.163496 3.687945 -0.035 -0.408 0.238
H -1.595882 -2.508480 3.406234 -0.186 0.198 0.363
H -2.283005 -2.237366 5.053243 0.107 0.107 -0.403